19
Properties=species:S:1:pos:R:3:mulliken_charge:R:1 method="wB97M-V/def2-TZVPD" lumo_ev=-5.56 e_homo_ev=-14.1912 total_charge=+1 de_lowest_ev=2.891
C 0.84550 -0.35236 1.81069 -1.283
C 0.63418 -0.79082 0.39116 0.950
C 0.50331 -2.03155 -0.05543 -0.954
C -0.23259 1.44207 -0.19478 -0.255
N 0.27880 0.29886 -0.47725 0.061
H 1.54641 0.48090 1.80429 0.390
H 1.28579 -1.13219 2.41592 0.396
H -0.06959 0.00724 2.27778 0.251
H 0.31407 -2.26622 -1.09483 0.285
H 0.62512 -2.84641 0.63141 0.280
H 0.15493 2.35469 -0.63774 0.289
H -0.90352 1.58056 0.64386 0.305
H 0.41412 0.12386 -1.47614 0.261
H -3.80242 -0.50619 1.39557 0.323
H -2.45241 -0.54518 2.13209 0.316
O -2.87203 -0.73214 1.28742 -0.624
H 0.68147 1.34727 -4.07900 0.331
H 1.78163 2.18428 -3.46163 0.318
O 1.26726 1.38333 -3.31335 -0.642


85
Properties=species:S:1:pos:R:3:mulliken_spin:R:1 method="wB97M-V/def2-TZVPD" s_squared=2.0081 lumo_ev="-0.96 / -0.96" e_homo_ev="-8.4781 / -9.4095" multiplicity=3
C 5.31824 -4.10913 -4.43953 0.000
C 4.53880 -3.68506 -3.20150 0.000
C 4.65020 -2.19679 -2.84328 0.000
I 3.05372 -1.80704 -1.43217 0.000
C 5.99768 -1.77647 -2.29123 0.001
P 6.59750 -2.81642 -0.83306 0.000
O 6.81917 -4.22549 -1.18429 0.000
O 7.04896 -1.96140 -3.27948 0.000
S 6.87826 -0.74836 -4.32710 0.000
O 8.10609 -0.13622 -4.64931 0.000
O 6.01898 -1.06920 -5.39714 0.000
O 6.08548 0.28204 -3.30397 0.000
C 6.21476 -0.27329 -2.00908 0.000
O 5.34268 0.36584 -1.13708 0.000
C 5.73880 0.38289 0.09959 0.000
N 6.10428 0.68598 1.15763 0.000
O 7.55542 -0.09066 -1.64070 0.000
N 7.98048 1.31837 -1.83632 0.000
O 9.04692 1.44017 -1.45641 0.000
H 5.03141 -5.12217 -4.69259 0.000
H 5.07553 -3.47105 -5.27924 0.000
H 6.38089 -4.13478 -4.25062 0.000
H 4.75137 -4.32296 -2.35570 0.000
H 3.48809 -3.83858 -3.42160 0.000
H 4.36977 -1.64111 -3.72495 0.000
H 5.64333 -2.56316 0.16895 0.000
H 7.79056 -2.20211 -0.42804 0.000
C -1.62356 1.41611 -4.20718 0.017
C -1.93210 0.19327 -3.30723 0.016
C -3.33804 0.31908 -2.71116 0.026
C -3.44524 1.31159 -1.55280 -0.025
C -2.37289 1.03674 -0.50340 0.025
C -0.96713 1.00619 -1.09379 0.000
N -0.88811 0.06368 -2.24684 0.372
O -0.84814 -1.15011 -1.81193 0.565
C -0.55864 2.42982 -1.51294 0.025
C 0.03783 0.60900 -0.02362 -0.018
C -1.90348 -1.02012 -4.22891 -0.010
H -0.56514 1.67339 -4.18008 -0.012
H -1.86657 1.20473 -5.24723 0.002
H -2.19808 2.29990 -3.93039 0.001
H -3.66310 -0.66286 -2.35328 0.003
H -4.03279 0.60155 -3.50481 0.002
H -3.36956 2.33884 -1.92047 -0.001
H -4.43097 1.22743 -1.09273 0.003
H -2.42216 1.79133 0.28186 0.013
H -2.58958 0.07904 -0.01985 0.001
H 0.41615 2.42557 -2.00312 -0.010
H -0.48422 3.06492 -0.63030 0.000
H -1.26750 2.91361 -2.17907 0.001
H -0.20729 -0.34699 0.43746 0.002
H 0.05054 1.35134 0.77425 0.002
H 1.04374 0.54356 -0.44150 -0.001
H -0.90740 -1.17675 -4.64594 -0.001
H -2.59815 -0.86209 -5.05262 0.001
H -2.20753 -1.93215 -3.71934 0.002
C -5.51323 0.41128 5.81783 0.008
C -4.90639 0.04666 4.43968 0.023
C -3.73560 -0.92443 4.61793 0.024
C -2.44496 -0.27233 5.11061 -0.023
C -2.09058 0.94216 4.25668 0.023
C -3.23309 1.95066 4.16529 0.029
N -4.49494 1.28944 3.71784 0.368
O -4.43746 1.05492 2.45130 0.537
C -3.42241 2.63900 5.52850 0.009
C -2.85805 3.07286 3.20619 -0.008
C -6.01255 -0.66892 3.67335 -0.004
H -5.89924 1.42994 5.82547 -0.010
H -6.35060 -0.24134 6.05900 0.001
H -4.79886 0.30961 6.63467 0.001
H -3.52912 -1.41387 3.66081 0.005
H -4.03625 -1.71527 5.30797 0.002
H -2.53639 0.01150 6.16253 -0.001
H -1.63245 -0.99958 5.06384 0.001
H -1.20510 1.43662 4.66131 0.001
H -1.82150 0.60324 3.25040 0.004
H -4.27968 3.31280 5.50643 -0.006
H -2.53967 3.23205 5.76619 0.000
H -3.55913 1.94855 6.35616 0.001
H -2.59052 2.69817 2.22080 0.010
H -1.99255 3.60761 3.59586 0.000
H -3.67720 3.78419 3.09406 -0.002
H -6.85556 -0.00340 3.48234 0.001
H -6.36950 -1.51285 4.26194 0.000
H -5.66566 -1.06271 2.72022 0.002


82
Properties=species:S:1:pos:R:3:mulliken_spin:R:1 method="wB97M-V/def2-TZVPD" s_squared=0.7547 lumo_ev="4.06 / 3.82" e_homo_ev="-1.9962 / -2.7502" total_charge=-2 de_lowest_ev=1.514 multiplicity=2
Tl -0.66992 -1.86318 1.15132 0.099
Cl -5.24288 4.34089 3.67732 0.000
C -3.97428 3.27963 3.06616 0.006
C -2.63699 3.55100 3.38642 -0.002
C -1.64235 2.74491 2.91090 0.002
Cl 0.00937 3.09428 3.36852 0.000
C -1.87249 1.59754 2.05432 0.008
O -0.93042 0.90797 1.60901 0.052
C -3.27192 1.35742 1.78596 0.002
C -3.75973 0.24359 0.98420 -0.003
O -3.12364 -0.58357 0.35712 0.008
C -4.27617 2.19158 2.29781 -0.004
H -2.39010 4.39441 4.01757 0.000
H -4.87006 0.18078 0.96652 0.000
H -5.31189 1.96082 2.06948 0.000
S 0.40045 -5.06941 -1.84303 0.000
C -0.96174 -4.12101 -2.17938 0.004
N -1.08067 -3.43269 -3.33857 0.000
C -2.09597 -2.42082 -3.63092 0.001
C -2.80499 -2.01188 -2.35646 0.006
C -3.19560 -3.25904 -1.58487 0.004
N -1.99191 -4.03054 -1.32572 0.002
H -0.23776 -3.43533 -3.88709 0.000
H -2.81529 -2.81335 -4.35803 0.000
H -1.59847 -1.56348 -4.08523 0.000
H -3.68393 -1.40749 -2.58459 0.000
H -2.14050 -1.41928 -1.72654 -0.007
H -3.90707 -3.85520 -2.16686 0.000
H -3.64859 -3.00362 -0.62920 -0.003
H -1.82136 -4.39542 -0.40011 -0.003
C 3.94318 -1.99751 3.01592 -0.001
C 3.38543 -0.66247 3.57541 0.002
C 2.03071 -0.52041 2.87895 -0.007
O 2.20478 -1.23247 1.64143 -0.126
C 2.87400 -2.44108 2.00655 0.016
H 4.07835 -2.75025 3.79510 0.000
H 4.90526 -1.84115 2.52415 0.000
H 4.03740 0.17193 3.31095 0.000
H 3.27076 -0.67971 4.65957 0.000
H 1.74888 0.50475 2.64301 -0.004
H 1.22149 -0.97798 3.45604 0.002
H 3.27761 -2.88950 1.09800 0.001
H 2.15261 -3.12436 2.46460 -0.004
O -1.92260 -3.57158 5.16069 0.002
Se -1.40671 -3.04052 3.71084 -0.007
O 0.04972 -3.66720 3.22625 0.006
O -1.17769 -1.39035 3.64067 0.004
O -2.46419 -3.35114 2.46586 0.010
C -2.50502 4.08823 -1.49387 0.015
C -1.23593 4.48824 -1.09805 -0.011
C -0.23959 3.54142 -0.86973 -0.013
C -0.48835 2.18019 -1.04305 0.107
C -1.77358 1.79509 -1.44024 0.016
C -2.77104 2.73392 -1.66912 -0.007
Ge 0.78911 0.75482 -0.58871 0.664
C 1.15765 -0.15655 -2.31623 0.085
C 1.92109 -1.32860 -2.32241 0.071
C 2.30155 -1.93532 -3.51566 -0.009
C 1.89789 -1.39378 -4.73042 0.014
C 1.11675 -0.24178 -4.74399 -0.009
C 0.75143 0.37028 -3.54753 -0.027
C 2.51889 1.60953 -0.15724 0.050
C 3.69529 1.27503 -0.83298 -0.004
C 4.91257 1.85060 -0.48424 -0.019
C 4.98285 2.76736 0.55717 0.028
C 3.82488 3.10596 1.24634 -0.013
C 2.60937 2.52575 0.89686 0.018
H -3.28681 4.82369 -1.64758 0.002
H -1.02347 5.54073 -0.94133 0.001
H 0.74275 3.87856 -0.55639 0.005
H -2.01247 0.73987 -1.52799 -0.025
H -3.76416 2.40723 -1.95636 0.001
H 2.20923 -1.78570 -1.37964 -0.019
H 2.87472 -2.85375 -3.49097 0.000
H 2.18227 -1.87195 -5.66151 0.002
H 0.79300 0.18396 -5.68858 0.001
H 0.15921 1.27945 -3.57548 0.004
H 3.66624 0.55845 -1.64599 0.000
H 5.81148 1.57430 -1.02401 0.000
H 5.93361 3.20979 0.83199 0.003
H 3.86674 3.80912 2.07037 0.000
H 1.71976 2.77738 1.46652 0.001


18
Properties=species:S:1:pos:R:3:mulliken_charge:R:1 method="wB97M-V/def2-TZVPD" lumo_ev=3.83 e_homo_ev=-5.2740 total_charge=-1 de_lowest_ev=0.000
C 3.29145 -0.36598 0.03295 0.745
C -1.08415 -0.25652 -1.31953 -1.295
C 0.14638 0.17664 0.77092 -0.249
C -0.78979 -0.83007 0.09941 0.131
N 1.19089 2.25309 0.82514 -0.686
N 0.33688 1.35568 0.25909 -0.219
O 2.70089 -1.29291 -0.45135 -0.630
O 3.73840 0.72393 -0.21212 -0.619
O -0.24455 -2.12693 0.06620 -0.557
F 3.44999 -0.63604 1.60298 -0.478
H -1.36420 0.72486 -1.34114 0.431
H -0.13868 -0.24592 -1.84627 0.281
H -1.71677 -1.02004 -1.81138 0.322
H 0.70283 -0.27446 1.54430 0.476
H -1.60650 -1.00565 0.69948 0.386
H 1.60391 1.90660 1.60551 0.298
H 1.97344 2.62964 0.17336 0.296
H 0.60755 -2.11837 -0.29126 0.368


11
Properties=species:S:1:pos:R:3:mulliken_charge:R:1 method="wB97M-V/def2-TZVPD" lumo_ev=-11.37 e_homo_ev=-16.0057 total_charge=+1 de_lowest_ev=5.032
Al 0.31856 -0.06547 -0.53607 0.950
B -0.66952 -2.89379 0.14127 0.254
H -0.69479 -3.33191 1.12700 0.035
H -1.24361 -1.98026 0.12984 -0.149
H 0.33501 -2.65272 -0.17024 -0.133
H -1.07831 -3.58541 -0.57901 0.051
B 0.61491 2.91324 -0.03208 0.178
H 1.57887 2.43166 0.02358 -0.117
H 0.03683 2.46287 0.75989 -0.144
H 0.67780 3.98107 0.10942 0.173
H 0.12424 2.72072 -0.97358 -0.097


Calculated total energy, respectively: -364.52900 -2949.24643 -7883.51183 -592.35048 -296.15508 a.u..